{
  "formula": "C41H56N7O7RuSSeSi",
  "method": "ωB97M-V/def2-TZVPD",
  "elements": ["Ru", "O", "C", "C", "O", "C", "C", "O", "C", "O", "O", "C", "C", "C", "C", "N", "N", "H", "H", "H", "H", "H", "H", "H", "H", "H", "H", "H", "H", "C", "N", "C", "S", "N", "C", "H", "H", "H", "H", "H", "H", "H", "H", "C", "Si", "C", "C", "C", "C", "C", "C", "C", "C", "H", "H", "H", "H", "H", "H", "H", "H", "H", "H", "H", "H", "H", "H", "H", "H", "H", "H", "H", "H", "H", "O", "C", "N", "C", "C", "O", "N", "C", "C", "C", "C", "C", "C", "C", "C", "C", "C", "C", "C", "H", "H", "H", "H", "H", "H", "H", "H", "H", "H", "H", "Se", "C", "C", "C", "N", "C", "C", "H", "H", "H", "H"],
  "coordinates": [[-0.199624, -0.049679, -0.061586], [2.808776, 1.423521, 5.480114], [2.059276, 1.414321, 4.490214], [1.783476, 2.622721, 3.583114], [2.179776, 3.771821, 3.807814], [0.970576, 2.131921, 2.539514], [0.546576, 0.802921, 2.797814], [-0.350824, 0.197521, 2.162314], [1.301576, 0.292821, 3.978214], [1.276176, -0.877679, 4.435814], [0.494676, 2.707221, 1.398514], [3.146976, -0.172979, -5.028486], [1.718676, 0.199321, -4.622386], [1.421776, 1.649521, -5.040586], [0.733376, -0.768879, -5.282786], [1.656876, 0.033221, -3.167186], [0.359376, 0.057021, -2.599686], [3.302476, -0.000479, -6.092386], [3.314476, -1.223579, -4.809286], [3.866776, 0.418521, -4.466786], [1.527676, 1.768821, -6.117186], [2.111676, 2.326921, -4.539386], [0.407376, 1.931921, -4.764186], [0.973576, -0.874879, -6.338786], [-0.291224, -0.411379, -5.198786], [0.791876, -1.744279, -4.802886], [2.209676, 0.760721, -2.705686], [-0.072324, -0.858479, -2.755186], [-0.243924, 0.782421, -3.003186], [2.469676, -2.437779, 2.093714], [2.660276, -1.153979, 1.448214], [2.500476, -0.828379, 0.158314], [2.378976, 0.829621, -0.203086], [2.750976, -1.652879, -0.872886], [3.133476, -3.043879, -0.816386], [1.966176, -2.254579, 3.044914], [3.428476, -2.927079, 2.288214], [1.840676, -3.093379, 1.502314], [2.494176, -0.365679, 2.072214], [2.425376, -1.294179, -1.770986], [3.927176, -3.179879, -0.079786], [3.507776, -3.333979, -1.799486], [2.299876, -3.704279, -0.564886], [-0.683324, 3.218821, -0.921486], [0.177876, 4.050321, 0.570714], [-1.138524, 5.072421, 1.572814], [-2.294024, 4.121121, 1.906014], [-0.565824, 5.592621, 2.892914], [-1.716824, 6.270321, 0.814414], [1.775676, 5.014821, -0.001986], [2.191276, 4.567721, -1.407986], [1.613276, 6.536121, -0.026486], [2.921276, 4.667121, 0.949014], [-1.477824, 3.812121, -1.363786], [-1.120524, 2.266021, -0.576386], [0.018576, 2.969821, -1.711086], [-1.935124, 3.226521, 2.407814], [-2.815324, 3.812021, 1.003514], [-3.011424, 4.615021, 2.563814], [-0.089724, 4.800921, 3.465114], [-1.368024, 6.019821, 3.500514], [0.180076, 6.367621, 2.722014], [-2.095324, 5.976621, -0.161486], [-0.965624, 7.043521, 0.676814], [-2.540924, 6.706621, 1.383014], [1.440276, 4.839521, -2.148786], [2.334076, 3.490221, -1.422286], [3.134576, 5.040021, -1.692986], [0.812176, 6.836521, -0.700386], [2.537976, 7.003321, -0.373386], [1.404376, 6.911221, 0.971714], [3.148776, 3.605721, 0.880614], [2.659976, 4.884421, 1.981714], [3.819976, 5.229721, 0.687714], [0.375976, -3.596479, -3.279886], [0.085576, -3.608379, -2.096186], [-0.173224, -4.790979, -1.395886], [-0.649524, -4.495279, -0.067686], [-0.396424, -2.960679, -0.058486], [-0.523724, -2.269579, 0.945614], [0.026276, -2.552579, -1.244286], [-2.091224, -4.893579, 0.179014], [-2.464924, -6.215479, -0.049586], [-3.741924, -6.646979, 0.254814], [-4.656924, -5.767479, 0.809414], [-4.291324, -4.450079, 1.032114], [-3.019424, -4.009579, 0.710514], [0.182576, -5.099279, 1.040514], [1.228376, -5.977579, 0.790714], [1.982576, -6.478879, 1.838214], [1.709876, -6.097679, 3.140714], [0.666876, -5.221579, 3.394514], [-0.100824, -4.734579, 2.355114], [-0.515324, -5.592779, -1.900086], [-1.743524, -6.913279, -0.454886], [-4.020224, -7.676679, 0.073114], [-5.652024, -6.111079, 1.062514], [-4.994924, -3.754579, 1.466714], [-2.742224, -2.978279, 0.877014], [1.458176, -6.250279, -0.229686], [2.788976, -7.173579, 1.640214], [2.306876, -6.483279, 3.956714], [0.452876, -4.919779, 4.408414], [-0.891324, -4.028979, 2.547214], [-2.553424, -0.490079, -1.400586], [-4.056624, 0.237421, -0.516486], [-5.285924, 0.368821, -1.172186], [-6.350424, 0.911921, -0.488486], [-6.293124, 1.320321, 0.774814], [-5.126124, 1.177521, 1.397014], [-3.990124, 0.653021, 0.815014], [-5.384624, 0.044421, -2.198386], [-7.317024, 1.028521, -0.971286], [-5.120924, 1.506021, 2.431214], [-3.058624, 0.552021, 1.363714]],
  "atomic_forces_ev_per_a": [[0.5812, 1.3086, -1.2119], [-1.5042, -0.0660, -1.9314], [2.4081, 1.8508, 2.2017], [0.6072, 0.9630, 0.7747], [-0.1572, -0.6436, -0.0071], [-0.7294, -0.2424, -1.5927], [-1.5778, -0.2649, -0.9093], [1.0304, -0.0623, 0.4988], [-1.2922, -3.8566, 0.5886], [0.0646, 2.9638, -0.9318], [1.2392, -1.2464, 2.9058], [-0.2987, 0.0609, 0.1009], [-0.0332, -0.0344, -0.3013], [0.0297, -0.3115, 0.1555], [0.1646, 0.1444, 0.1238], [0.1274, 0.0972, 0.0950], [-0.6867, -0.2417, 0.3018], [0.0385, 0.0326, -0.1084], [0.0799, -0.1405, 0.0315], [0.1467, 0.0876, 0.0672], [-0.0215, 0.0529, -0.1423], [0.1018, 0.1283, 0.0062], [-0.1193, 0.0567, 0.0115], [0.0083, 0.0161, -0.1710], [-0.0930, 0.0011, 0.0054], [-0.0037, -0.1223, 0.0246], [-0.2088, -0.2540, 0.0763], [0.1385, 0.2784, 0.1294], [0.1523, -0.2373, 0.2023], [0.0190, -0.3211, 0.0462], [0.0778, -0.0973, 0.8264], [0.5808, 0.3527, -0.6281], [-0.9383, 0.5217, 0.4403], [0.0849, -0.2766, 0.1425], [-0.1004, -0.0323, 0.1609], [0.0522, -0.1773, -0.2392], [-0.0117, -0.0585, 0.0012], [-0.0001, 0.0216, 0.0372], [0.2676, -0.3090, -0.6209], [0.0105, -0.0333, 0.1496], [0.0087, -0.0739, -0.0498], [-0.0148, 0.0481, 0.0570], [0.0715, -0.0532, -0.0396], [0.1780, 0.3797, 0.5691], [-0.9977, 1.1601, -1.6363], [0.2177, 0.0291, 0.1000], [0.2687, -0.1069, -0.2492], [0.1589, -0.1468, -0.1287], [0.2768, -0.2063, -0.1038], [0.0387, -0.0725, 0.0767], [-0.2926, -0.0889, 0.1875], [-0.2277, -0.2735, 0.0857], [-0.2435, -0.0096, 0.0926], [-0.2146, 0.1811, -0.1039], [0.0206, 0.1713, 0.0007], [0.1789, -0.0537, -0.0905], [-0.0157, -0.2008, 0.0873], [-0.1329, -0.1457, -0.0905], [-0.0855, 0.1084, 0.0633], [0.0909, -0.0523, 0.1501], [-0.0794, 0.0757, 0.0576], [0.1110, 0.0742, 0.0709], [-0.1215, 0.0113, -0.1949], [0.0328, 0.1425, -0.0726], [-0.1218, 0.0107, 0.0711], [-0.0634, -0.0564, -0.1454], [0.0407, -0.1858, -0.1987], [0.1155, 0.0780, 0.0477], [-0.0921, 0.1431, -0.0402], [0.1250, 0.0097, -0.0444], [-0.0803, 0.1998, 0.0958], [0.1200, -0.1698, 0.0998], [0.1103, -0.0044, 0.0854], [0.1275, 0.0855, -0.1183], [0.0867, 0.0052, -0.5161], [-0.0528, -0.1941, 0.5411], [-0.0371, -0.6879, 0.0500], [0.0599, 0.1490, -0.0339], [-0.0632, -0.2797, -0.1681], [-0.0110, -0.0542, 0.0919], [0.0068, 0.0681, -0.7433], [-0.1208, 0.0215, -0.0624], [0.0179, 0.1509, -0.0117], [-0.0147, -0.1655, -0.0539], [-0.1450, 0.0497, 0.0391], [-0.1722, -0.0699, 0.0387], [0.1113, 0.1011, -0.0357], [0.1761, -0.1767, 0.1195], [-0.1148, 0.0973, -0.1132], [0.1507, -0.1338, 0.1384], [0.1173, -0.1223, 0.0344], [-0.0584, -0.0608, 0.0513], [0.0648, -0.0822, 0.0295], [-0.0423, 0.1247, -0.1082], [0.0715, -0.0880, 0.0045], [-0.0186, -0.0685, -0.0149], [-0.0326, 0.0104, 0.0137], [-0.0830, 0.0634, -0.0171], [0.0307, 0.0753, 0.0045], [-0.0002, 0.0075, -0.0728], [0.0606, -0.0026, -0.0433], [0.0397, -0.0123, 0.0368], [-0.0248, 0.0945, 0.1081], [-0.1096, 0.0732, 0.0386], [0.3246, 0.0952, 0.6373], [0.4327, -0.1507, -0.3135], [0.0886, 0.0085, 0.1246], [-0.1196, -0.0311, -0.1186], [-0.4694, 0.2006, 0.2462], [0.0546, 0.0151, 0.1649], [-0.0253, 0.0035, 0.0192], [-0.0289, 0.0077, -0.0694], [-0.0119, -0.0107, -0.0894], [0.1441, 0.0137, 0.0728], [-0.0260, 0.0375, -0.0206]],
  "lowdin_charge": [0.630, 0.094, -0.240, -0.305, 0.022, -0.170, -0.327, -0.080, -0.256, 0.075, -0.114, -0.052, -0.628, -0.048, -0.045, -0.111, -0.054, 0.073, 0.079, 0.077, 0.073, 0.075, 0.070, 0.076, 0.078, 0.063, 0.034, 0.015, 0.049, -0.065, -0.023, -0.821, 0.708, -0.040, -0.072, 0.069, 0.082, 0.056, 0.081, 0.074, 0.081, 0.088, 0.056, -0.130, 0.613, -0.584, -0.092, -0.087, -0.102, -0.576, -0.117, -0.108, -0.095, 0.027, -0.008, 0.003, 0.079, 0.077, 0.080, 0.066, 0.078, 0.067, 0.071, 0.052, 0.078, 0.074, 0.039, 0.079, 0.071, 0.076, 0.062, 0.060, 0.059, 0.081, 0.014, -0.577, 0.137, -0.287, -0.515, -0.044, 0.118, -0.127, -0.037, -0.104, -0.110, -0.068, -0.006, -0.157, -0.045, -0.101, -0.110, -0.076, -0.020, 0.130, 0.110, 0.090, 0.090, 0.104, 0.104, 0.105, 0.091, 0.091, 0.103, 0.121, 0.614, -0.704, -0.156, -0.210, 0.006, -0.193, -0.134, 0.078, 0.084, 0.091, 0.080],
  "multiplicity": 2,
  "orbital_gap_ev": [5.07, 4.81],
  "charge": -2,
  "homo_ev": [-1.22, -0.96],
  "s2": 0.769
}